C56H112O42 | wB97M-V/def2-TZVPD

Frontier orbital gap, Eh: 0.3865
Energy relative to the best compared isomer or geometry (same formula, charge and spin), kJ/mol: 450.9
DFT total energy, Ha: -5360.971422
HOMO energy, eV: -10.13

Geometry as ORCA input:
```
! wB97M-V def2-TZVPD RIJCOSX def2/J DEFGRID3
* xyz 0 1
C -13.168 -30.583 -11.866
C -11.654 -30.647 -12.010
O -11.108 -29.455 -12.503
C -9.829 -29.423 -12.934
O -9.124 -30.416 -13.117
O -9.553 -28.206 -13.229
C -8.418 -27.792 -13.860
H -13.645 -30.669 -12.842
H -13.544 -29.697 -11.354
H -13.480 -31.389 -11.202
H -11.393 -31.565 -12.536
H -11.352 -30.913 -10.997
H -7.956 -28.493 -14.555
H -7.664 -27.803 -13.073
H -8.432 -26.808 -14.329
C -4.425 -29.930 -11.229
C -5.567 -29.605 -10.333
O -5.814 -30.698 -9.391
C -6.914 -30.686 -8.618
O -7.717 -29.721 -8.588
O -7.072 -31.841 -7.970
C -6.214 -32.981 -8.061
H -3.475 -29.557 -10.846
H -4.542 -29.533 -12.238
H -4.433 -30.994 -11.463
H -6.421 -29.506 -11.004
H -5.514 -28.663 -9.787
H -5.147 -32.776 -7.975
H -6.534 -33.438 -8.998
H -6.495 -33.463 -7.124
C -9.754 -29.570 -2.325
C -10.557 -29.174 -3.512
O -9.759 -28.275 -4.267
C -9.884 -26.952 -4.329
O -10.705 -26.263 -3.755
O -8.946 -26.521 -5.219
C -8.973 -25.165 -5.622
H -8.715 -29.802 -2.557
H -10.166 -30.420 -1.782
H -9.753 -28.804 -1.550
H -11.474 -28.731 -3.124
H -10.830 -30.096 -4.026
H -8.108 -24.854 -6.208
H -9.080 -24.480 -4.780
H -9.846 -24.876 -6.207
C -8.809 -18.740 -4.706
C -8.846 -19.532 -5.985
O -9.728 -20.688 -5.896
C -9.919 -21.609 -6.836
O -10.800 -22.452 -6.834
O -8.945 -21.542 -7.867
C -8.967 -22.339 -8.984
H -8.492 -19.330 -3.846
H -9.783 -18.360 -4.397
H -8.224 -17.839 -4.885
H -7.851 -19.929 -6.189
H -9.099 -18.891 -6.829
H -9.902 -22.183 -9.521
H -8.796 -23.381 -8.714
H -8.117 -22.076 -9.615
C -12.557 -23.532 -11.008
C -12.841 -22.297 -10.176
O -12.887 -21.205 -11.215
C -12.532 -19.911 -10.986
O -12.755 -19.005 -11.797
O -11.904 -19.790 -9.828
C -11.062 -18.633 -9.514
H -12.499 -24.480 -10.473
H -11.573 -23.579 -11.475
H -13.249 -23.650 -11.842
H -12.100 -22.197 -9.384
H -13.796 -22.308 -9.650
H -10.623 -18.617 -8.516
H -11.675 -17.736 -9.427
H -10.218 -18.456 -10.182
C -5.773 -20.837 -17.100
C -5.354 -19.730 -16.186
O -6.480 -19.470 -15.346
C -6.871 -20.303 -14.385
O -6.377 -21.392 -14.091
O -7.995 -19.820 -13.852
C -8.686 -20.465 -12.811
H -5.783 -21.794 -16.577
H -5.038 -20.856 -17.905
H -6.775 -20.677 -17.500
H -5.206 -18.866 -16.833
H -4.409 -20.042 -15.741
H -8.787 -21.548 -12.876
H -9.672 -20.042 -12.619
H -8.132 -20.318 -11.884
C -17.441 -27.329 -11.164
C -15.868 -27.235 -11.088
O -15.456 -26.746 -9.806
C -14.172 -26.826 -9.394
O -13.251 -27.425 -10.039
O -14.024 -26.079 -8.307
C -12.854 -25.928 -7.654
H -17.818 -27.979 -10.375
H -17.815 -27.811 -12.068
H -17.946 -26.386 -10.953
H -15.493 -26.509 -11.809
H -15.399 -28.190 -11.326
H -12.948 -25.226 -6.825
H -12.033 -25.608 -8.295
H -12.682 -26.953 -7.325
C -8.771 -23.452 -15.760
C -9.808 -23.979 -14.747
O -11.114 -23.622 -15.181
C -11.685 -22.375 -14.959
O -11.246 -21.535 -14.180
O -12.832 -22.201 -15.710
C -13.246 -22.995 -16.784
H -7.743 -23.610 -15.436
H -8.899 -22.370 -15.722
H -8.977 -23.903 -16.731
H -9.619 -23.758 -13.696
H -9.754 -25.068 -14.728
H -12.473 -23.376 -17.451
H -13.865 -22.355 -17.413
H -13.704 -23.853 -16.291
C -3.419 -23.555 -10.449
C -2.478 -24.023 -9.322
O -2.429 -23.071 -8.246
C -1.701 -23.393 -7.174
O -1.251 -24.502 -6.908
O -1.619 -22.313 -6.391
C -1.016 -22.493 -5.110
H -3.144 -22.615 -10.928
H -4.400 -23.511 -9.976
H -3.624 -24.314 -11.203
H -1.493 -24.195 -9.755
H -2.853 -24.964 -8.919
H -0.203 -23.208 -4.983
H -1.806 -22.710 -4.390
H -0.649 -21.491 -4.889
C -1.311 -27.138 -10.740
C -1.523 -27.962 -12.041
O -2.481 -27.505 -12.918
C -2.440 -26.259 -13.460
O -1.482 -25.487 -13.406
O -3.635 -26.013 -14.162
C -4.824 -26.801 -14.187
H -2.128 -27.287 -10.034
H -1.347 -26.069 -10.949
H -0.446 -27.424 -10.142
H -1.760 -28.970 -11.702
H -0.534 -28.012 -12.496
H -5.231 -26.713 -15.194
H -5.588 -26.428 -13.506
H -4.671 -27.829 -13.860
C -18.016 -26.854 -14.945
C -16.933 -26.025 -15.760
O -15.921 -25.544 -14.889
C -14.999 -26.444 -14.487
O -14.959 -27.647 -14.824
O -14.034 -25.799 -13.814
C -12.962 -26.566 -13.366
H -17.602 -27.684 -14.372
H -18.753 -27.198 -15.672
H -18.443 -26.163 -14.218
H -17.348 -25.132 -16.226
H -16.595 -26.554 -16.651
H -13.223 -27.603 -13.155
H -12.523 -26.144 -12.462
H -12.310 -26.617 -14.237
C -12.181 -30.393 -7.882
C -12.302 -31.889 -7.912
O -11.290 -32.335 -8.831
C -11.301 -33.541 -9.407
O -11.959 -34.538 -9.121
O -10.355 -33.677 -10.397
C -9.187 -32.945 -10.590
H -12.290 -30.008 -8.896
H -11.247 -30.149 -7.374
H -12.963 -30.087 -7.187
H -13.284 -32.254 -8.215
H -12.137 -32.312 -6.922
H -9.432 -31.900 -10.778
H -8.728 -33.198 -11.546
H -8.499 -32.967 -9.745
C -6.493 -22.847 -5.074
C -5.189 -23.205 -5.843
O -5.286 -24.539 -6.334
C -5.812 -24.742 -7.563
O -6.130 -23.796 -8.310
O -5.882 -26.039 -7.883
C -5.635 -27.061 -7.011
H -7.440 -22.808 -5.613
H -6.387 -21.904 -4.537
H -6.725 -23.616 -4.337
H -4.367 -23.204 -5.126
H -4.823 -22.512 -6.601
H -6.077 -26.706 -6.080
H -4.584 -27.254 -6.795
H -6.143 -28.004 -7.213
C -9.645 -27.059 -8.651
C -9.431 -27.276 -10.140
O -8.287 -26.705 -10.681
C -8.228 -25.486 -11.227
O -9.112 -24.680 -11.291
O -6.960 -25.281 -11.633
C -6.538 -24.057 -12.256
H -9.848 -26.001 -8.488
H -8.690 -27.348 -8.213
H -10.443 -27.698 -8.273
H -10.297 -26.974 -10.730
H -9.380 -28.356 -10.279
H -6.284 -23.355 -11.461
H -7.387 -23.635 -12.794
H -5.767 -24.144 -13.022
*
```